(1)
Entry from the Open Molecules 2025 dataset: a 13-piece molecular cluster, C71H151N8O22 overall at a distorted geometry (ωB97M-V/def2-TZVPD).

Cartesian coordinates (Å):
1 C -1.78572 -2.88325 5.66298
2 O -2.13643 -3.11881 4.31521
3 C -2.09719 -1.93418 3.60157
4 C -2.21828 -2.18063 2.13023
5 N -3.45712 -3.05283 1.90648
6 H -3.52864 -3.74421 2.68779
7 H -4.29900 -2.48364 1.98196
8 C -3.63312 -3.77157 0.64741
9 C -5.02826 -4.42938 0.61884
10 O -6.00230 -3.39814 0.77277
11 C -7.30600 -3.97777 0.54168
12 H -1.64459 -3.86119 6.11897
13 H -2.63612 -2.40122 6.14035
14 H -0.93727 -2.19796 5.72923
15 H -1.14264 -1.39735 3.77309
16 H -2.84679 -1.21547 3.95144
17 H -1.37672 -2.65194 1.62039
18 H -2.48595 -1.26759 1.57138
19 H -2.83740 -4.50548 0.62689
20 H -3.47687 -3.08127 -0.18813
21 H -4.96078 -5.13888 1.43743
22 H -5.13843 -5.10822 -0.22316
23 H -7.56300 -3.84770 -0.53040
24 H -8.04792 -3.45441 1.18111
25 H -7.34478 -4.98884 0.91338
26 C 2.20882 -1.66251 4.46408
27 O 2.52442 -0.42595 3.89484
28 C 3.16701 -0.50293 2.64556
29 C 3.12276 0.91254 2.15347
30 N 1.71445 1.32390 2.12203
31 H 1.02385 0.82911 1.43099
32 H 1.38464 1.19654 3.14222
33 C 1.74878 2.75244 1.59145
34 C 0.51738 3.58897 1.76281
35 O 0.22864 4.01874 3.03777
36 C 0.79539 5.30989 3.33718
37 H 3.13188 -2.17103 4.75680
38 H 1.64248 -2.29434 3.76044
39 H 1.56052 -1.43530 5.31709
40 H 2.63671 -1.09383 1.90663
41 H 4.16097 -0.94397 2.77079
42 H 3.61659 1.00333 1.20263
43 H 3.63220 1.47774 2.95587
44 H 1.88031 2.62406 0.52583
45 H 2.58478 3.19662 2.05571
46 H -0.30693 2.98770 1.39357
47 H 0.61342 4.50405 1.15259
48 H 1.58267 5.59534 2.63117
49 H 1.28271 5.35126 4.31135
50 H 0.01093 6.03993 3.38745
51 C 10.29561 -3.73901 -5.59918
52 C 9.18551 -3.35068 -4.53293
53 C 8.48991 -2.02659 -4.83987
54 C 7.50031 -1.66054 -3.69361
55 N 6.90003 -0.27200 -3.57749
56 C 7.78810 0.83965 -3.14506
57 C 8.08237 0.66065 -1.66304
58 C 6.90220 -0.27143 -1.23284
59 C 5.98426 -0.31814 -2.42676
60 C 6.14421 0.00710 -4.78445
61 H 10.56184 -4.78060 -5.49103
62 H 11.18616 -3.13960 -5.35408
63 H 9.85222 -3.61077 -6.58845
64 H 9.74285 -3.18629 -3.60372
65 H 8.43354 -4.12809 -4.31711
66 H 8.00304 -1.98607 -5.80253
67 H 9.25774 -1.24093 -4.90760
68 H 8.15088 -1.75114 -2.80248
69 H 6.58718 -2.27471 -3.65249
70 H 7.13890 1.68389 -3.27452
71 H 8.67910 0.97843 -3.77975
72 H 7.92580 1.58759 -1.12939
73 H 9.05182 0.25411 -1.45999
74 H 6.33403 0.09344 -0.39836
75 H 7.29788 -1.25424 -1.02632
76 H 5.44897 0.65303 -2.37482
77 H 5.15971 -1.01818 -2.47993
78 H 6.67160 -0.22551 -5.68008
79 H 5.80893 1.01542 -4.78028
80 H 5.28213 -0.63642 -4.79565
81 C 2.80683 -3.41111 -0.22051
82 C 2.63491 -4.12526 -1.62137
83 C 1.25709 -4.19886 -2.26319
84 C 0.88668 -2.99837 -3.02367
85 N -0.44832 -3.12899 -3.78225
86 C -0.88746 -1.69832 -4.19174
87 C -2.36499 -1.88662 -4.55266
88 C -2.82899 -2.83160 -3.38439
89 C -1.58746 -3.65752 -2.98454
90 C -0.27117 -3.94921 -4.99823
91 H 3.04602 -2.36343 -0.29720
92 H 3.65766 -3.93949 0.24549
93 H 1.84964 -3.58256 0.26863
94 H 2.92078 -5.18928 -1.59792
95 H 3.47048 -3.77604 -2.25628
96 H 0.47113 -4.45746 -1.48666
97 H 1.30874 -5.06247 -2.94026
98 H 1.61921 -2.76182 -3.77824
99 H 0.87506 -2.10049 -2.35273
100 H -0.20609 -1.27338 -4.96782
101 H -0.83262 -1.01772 -3.34951
102 H -2.54969 -2.41039 -5.45319
103 H -2.99229 -0.98837 -4.44482
104 H -3.77359 -3.29763 -3.70194
105 H -3.11203 -2.18453 -2.53364
106 H -1.77528 -4.72443 -3.13611
107 H -1.23681 -3.44378 -1.96254
108 H -1.21490 -3.96705 -5.52506
109 H 0.06187 -4.91550 -4.70808
110 H 0.46902 -3.39108 -5.58090
111 C 3.03063 -9.28201 -1.86070
112 C 3.48198 -8.08783 -1.04304
113 C 2.77489 -8.00664 0.31332
114 C 3.18003 -6.74590 1.10626
115 N 2.54124 -6.66550 2.42371
116 C 1.02771 -6.56327 2.24490
117 C 0.48745 -5.67319 3.39724
118 C 1.77775 -5.15503 4.08718
119 C 2.93944 -5.39394 3.14112
120 C 2.97410 -7.76191 3.26907
121 H 2.10173 -9.05089 -2.40865
122 H 2.87167 -10.16660 -1.22758
123 H 3.73859 -9.49680 -2.59146
124 H 3.24808 -7.17408 -1.58878
125 H 4.56507 -8.07116 -0.96581
126 H 3.10767 -8.88075 0.88497
127 H 1.71048 -8.14902 0.11332
128 H 3.03983 -5.85929 0.45978
129 H 4.25789 -6.79942 1.23748
130 H 0.60641 -7.52612 2.09582
131 H 0.94658 -5.97665 1.31944
132 H -0.15408 -6.25549 4.07851
133 H -0.00084 -4.80328 2.99818
134 H 1.99954 -5.67225 5.02301
135 H 1.68255 -4.09039 4.29716
136 H 3.99648 -5.45740 3.43970
137 H 2.87340 -4.67819 2.33763
138 H 4.06966 -7.87420 3.30811
139 H 2.44212 -8.69225 3.05352
140 H 2.69459 -7.50285 4.29356
141 C -2.41972 3.97016 4.64315
142 C -3.31433 2.73225 4.52640
143 C -3.24308 1.78503 5.77970
144 C -3.82178 2.29399 7.06807
145 C -5.24331 2.80485 6.91579
146 C -5.52011 3.64746 5.62188
147 N -4.75509 3.07506 4.44319
148 O -5.37219 2.98407 3.37206
149 C -4.87948 5.02205 5.92953
150 C -7.02756 3.62907 5.32528
151 C -2.94648 2.16364 3.21047
152 H -2.40206 4.50294 5.65595
153 H -2.51991 4.67428 3.85864
154 H -1.47072 3.46559 4.49831
155 H -2.20511 1.40399 5.75710
156 H -3.88235 0.94842 5.56001
157 H -3.20095 3.11744 7.52450
158 H -3.96037 1.47354 7.75955
159 H -5.41508 3.56282 7.68493
160 H -6.04090 2.03673 7.03103
161 H -4.40984 5.40463 5.01059
162 H -4.12448 5.01217 6.74871
163 H -5.73922 5.64024 6.25873
164 H -7.37775 4.39308 4.65868
165 H -7.48054 3.69575 6.31911
166 H -7.26679 2.64377 4.92213
167 H -2.97190 3.07005 2.57221
168 H -3.63019 1.49269 2.71631
169 H -1.98665 1.64468 3.20553
170 C -7.16530 0.69985 -0.82594
171 C -6.36637 0.27033 -2.01487
172 C -6.53125 1.25196 -3.16211
173 C -6.18787 2.72533 -2.78733
174 C -4.76755 2.87230 -2.37789
175 C -4.29748 1.96268 -1.29278
176 N -4.82355 0.59489 -1.65249
177 O -4.05533 -0.41173 -1.77953
178 C -4.80715 2.40005 0.10083
179 C -2.80497 1.84521 -1.31907
180 C -6.35394 -1.19602 -2.47629
181 H -8.18740 0.48300 -1.00723
182 H -7.12462 1.75320 -0.66417
183 H -7.06847 0.26637 0.17258
184 H -7.61340 1.23812 -3.42719
185 H -5.97238 0.97466 -4.03060
186 H -6.89651 3.06420 -1.99269
187 H -6.44211 3.34371 -3.63691
188 H -4.50806 3.90942 -2.04469
189 H -4.21934 2.65251 -3.30460
190 H -3.89582 2.78067 0.57582
191 H -5.06161 1.54716 0.70288
192 H -5.59206 3.21399 0.07386
193 H -2.35572 1.32988 -2.15541
194 H -2.34393 1.46428 -0.41791
195 H -2.52636 2.92454 -1.31176
196 H -6.12990 -1.98622 -1.75282
197 H -5.57869 -1.28798 -3.26897
198 H -7.29947 -1.49070 -2.97404
199 C 0.51821 9.50808 -3.14330
200 C -0.36611 8.32935 -2.66220
201 C -1.51333 8.04484 -3.60205
202 C -1.94194 6.59093 -3.56114
203 C -0.72846 5.80698 -4.09337
204 C 0.44606 5.69186 -3.18369
205 N 0.62551 7.10933 -2.62326
206 O 1.58807 7.33741 -1.80493
207 C 1.73349 5.31759 -3.87114
208 C 0.13790 4.92719 -1.87847
209 C -0.85231 8.50022 -1.21070
210 H 1.47042 9.46512 -2.59685
211 H 0.05767 10.47453 -2.91965
212 H 0.65759 9.52277 -4.23718
213 H -1.18761 8.31164 -4.59732
214 H -2.22789 8.84806 -3.30665
215 H -2.69321 6.37001 -4.31207
216 H -2.31638 6.25093 -2.59215
217 H -0.35465 6.29099 -5.02554
218 H -0.97860 4.80077 -4.35829
219 H 2.53510 5.23199 -3.13744
220 H 2.10236 6.15720 -4.52016
221 H 1.67655 4.35763 -4.41085
222 H 0.08434 3.87039 -2.19346
223 H -0.85921 5.02335 -1.38986
224 H 0.92782 5.08780 -1.10943
225 H -0.07768 8.72437 -0.50858
226 H -1.34936 7.61056 -0.88620
227 H -1.59539 9.29521 -1.15007
228 O 0.87387 -0.21532 -0.16622
229 C -0.51254 -0.58956 -0.15631
230 O -0.96857 -1.47551 -0.94552
231 O -1.16932 -0.02123 0.78071
232 H 1.21609 -0.38765 -1.05668
233 O 3.51825 1.30673 -3.25811
234 C 2.78280 0.18408 -3.33274
235 O 2.33637 -0.34761 -2.26885
236 O 2.70919 -0.43123 -4.41244
237 H 3.72766 1.46964 -2.21150
238 O 4.72521 3.77226 0.43517
239 C 4.92302 2.73612 -0.46232
240 O 6.07609 2.71600 -1.04200
241 O 4.08652 1.94467 -0.77090
242 H 5.51351 4.20193 0.33969
243 O 0.66282 1.80366 5.48515
244 C 0.10682 0.51882 5.32358
245 O 0.05709 -0.26178 6.31836
246 O -0.27823 0.22946 4.12329
247 H 1.32988 1.81214 6.18750
248 O -3.63166 5.53677 -1.03257
249 C -3.16950 5.03173 0.17331
250 O -3.99891 4.79166 1.02935
251 O -1.94693 4.72981 0.13852
252 H -4.53069 5.85341 -1.01979

Properties
Lowest unoccupied orbital energy, Ha: -0.2905
Charge: +3
Frontier orbital gap, eV: 4.1
Relative energy (zero: lowest compared OMol25 entry of this formula, charge and spin), kcal/mol: 0.00

(2)
Entry from the Open Molecules 2025 dataset: C14H12N3O6PtS4 as an isolated structure (ωB97M-V/def2-TZVPD).

Cartesian coordinates (Å):
1 Pt -0.06867 -0.11338 0.22282
2 C 3.59048 2.58242 2.75690
3 S 3.77645 0.78712 2.79085
4 C 2.26927 0.29374 2.00522
5 S 1.88442 0.96318 0.43890
6 N 1.55136 -0.59425 2.59911
7 N 0.47809 -0.97905 1.85283
8 C -0.34830 -1.93782 2.35091
9 C -1.54346 -2.16414 1.66560
10 C -2.47775 -3.15513 2.03408
11 C -3.63690 -3.27794 1.31452
12 C -3.87248 -2.42005 0.23678
13 C -2.91687 -1.47809 -0.09672
14 N -1.78179 -1.34187 0.58460
15 H 4.50404 2.99071 3.18807
16 H 2.73780 2.89574 3.35570
17 H 3.48427 2.95420 1.74068
18 H -0.05415 -2.45652 3.25112
19 H -2.25898 -3.79617 2.87712
20 H -4.36512 -4.03234 1.58514
21 H -4.78282 -2.47047 -0.34160
22 H -3.06747 -0.79585 -0.91252
23 O 0.04910 -0.01836 -4.10558
24 S -0.70784 0.09357 -2.88749
25 O -1.35043 -1.11845 -2.42333
26 O 0.07568 0.74640 -1.78656
27 C -2.01503 1.27740 -3.22437
28 C -2.36869 1.32806 -4.57287
29 C -3.30621 2.22660 -5.04337
30 C -3.88480 3.11931 -4.15693
31 C -3.54901 3.07125 -2.81758
32 C -2.62754 2.14862 -2.31392
33 S -2.68776 2.17647 -0.48472
34 O -2.81038 3.57840 -0.16875
35 O -3.85078 1.35448 -0.22056
36 O -1.46443 1.62503 0.14553
37 H -1.85899 0.66000 -5.25283
38 H -3.56233 2.24142 -6.09531
39 H -4.60173 3.85418 -4.50189
40 H -4.00735 3.76078 -2.12369

Properties
Lowest unoccupied orbital energy (spin up / spin down), Ha: 0.0903 / 0.0197
Charge: -1
Frontier orbital gap (spin up / spin down), eV: 6.4 / 6.5
Spin multiplicity: 3

Values for molecular weight, g/mol, ordered as above
1469.02, 641.61